{
  "formula": "C5H11N3S",
  "method": "ωB97M-V/def2-TZVPD",
  "species": ["C", "C", "C", "C", "C", "N", "N", "N", "S", "H", "H", "H", "H", "H", "H", "H", "H", "H", "H", "H"],
  "positions_angstrom": [[2.139, -0.057, -0.272], [-1.824, 1.357, -0.224], [-2.861, 0.334, 0.218], [-1.453, 0.350, 0.759], [3.209, 0.922, 0.106], [-0.224, -0.941, -1.557], [-0.387, -2.687, 0.449], [1.261, -0.445, 0.576], [-0.121, -1.220, -0.050], [2.213, -0.384, -1.305], [-1.526, 1.102, -1.161], [-1.710, 2.319, 0.053], [-3.656, 0.536, 0.922], [-3.177, -0.152, -0.628], [-1.445, 0.569, 1.788], [3.016, 1.443, 1.042], [3.812, 0.088, 0.563], [3.759, 1.346, -0.745], [-0.478, -1.753, -2.017], [-0.546, -2.725, 1.480]],
  "atomic_forces_ev_per_a": [[-0.696, 1.087, 0.231], [-0.495, -1.888, 1.739], [0.829, 1.590, 1.572], [0.431, -3.338, -2.065], [0.630, -2.833, 1.123], [0.949, 1.303, 1.632], [0.285, 1.691, 0.147], [0.201, 0.330, -0.600], [-2.371, 1.016, 1.505], [-0.602, -0.230, -0.169], [0.949, -0.370, -2.751], [-0.164, 3.210, 0.823], [0.086, 0.230, 0.079], [-0.435, -1.839, -1.563], [0.750, 0.087, 1.085], [-0.321, 0.811, -0.616], [0.822, 0.741, -0.507], [-0.397, 0.179, 0.657], [-0.735, -2.042, -1.267], [0.284, 0.268, -1.057]],
  "e_above_lowest_ev": 5.591,
  "smiles": "C/C=N/S(=N)(=N)C1CC1",
  "total_energy_ha": -759.34513
}



{
  "formula": "C5H11N3Si",
  "method": "ωB97M-V/def2-TZVPD",
  "species": ["N", "N", "C", "C", "N", "C", "C", "C", "Si", "H", "H", "H", "H", "H", "H", "H", "H", "H", "H", "H"],
  "positions_angstrom": [[-0.343, -0.729, -2.004], [-2.332, 0.255, -2.313], [-1.415, -0.640, -2.759], [-1.830, 0.714, -1.195], [-0.599, 0.164, -1.019], [0.690, -1.625, 0.625], [2.117, 0.988, 0.326], [-0.460, 0.732, 2.090], [0.424, 0.158, 0.522], [-1.663, -1.159, -3.652], [-2.122, 1.571, -0.645], [-0.263, -2.075, 0.832], [1.386, -1.740, 1.443], [0.916, -2.013, -0.350], [2.819, 0.299, -0.160], [2.438, 1.109, 1.337], [2.141, 1.945, -0.171], [0.181, 0.913, 2.921], [-1.277, 1.428, 1.963], [-0.807, -0.292, 2.210]],
  "atomic_forces_ev_per_a": [[-0.216, -0.098, -0.210], [-1.081, 0.173, -0.096], [-0.603, 0.872, 0.641], [1.789, -0.634, -1.435], [0.177, 0.734, 1.907], [-0.438, 0.081, 0.317], [-0.739, -0.803, -0.667], [-0.188, -1.123, -1.848], [0.831, 1.130, -1.221], [0.548, -0.615, -0.466], [-0.642, 0.331, 0.587], [-0.495, -0.400, 0.589], [0.432, -0.854, 0.032], [0.946, -0.221, -0.231], [-0.172, 0.200, -0.043], [0.449, 0.255, 0.819], [-0.039, 0.296, -0.139], [0.538, 0.535, 0.416], [-0.115, 0.105, 0.261], [-0.984, 0.036, 0.787]],
  "e_above_lowest_ev": 0.424,
  "smiles": "C[Si](C)(C)n1cncn1",
  "total_energy_ha": -650.90117
}



{
  "formula": "C5H11N4O5S",
  "method": "ωB97M-V/def2-TZVPD",
  "species": ["C", "C", "C", "C", "C", "N", "N", "N", "N", "O", "O", "O", "O", "O", "S", "H", "H", "H", "H", "H", "H", "H", "H", "H", "H", "H"],
  "positions_angstrom": [[-0.018, -1.426, -0.074], [2.069, -0.287, 0.255], [1.439, -1.689, 0.401], [-3.703, 0.347, 0.239], [-2.782, 0.989, -0.490], [-0.820, -0.756, 0.586], [2.150, -2.663, -0.322], [2.997, 0.103, -0.476], [-1.500, -0.306, 1.457], [-0.334, 2.243, 1.015], [0.526, 1.440, -1.095], [1.887, 2.941, 0.288], [-1.924, 0.298, -1.257], [1.397, 0.610, 1.025], [0.789, 1.876, 0.237], [-0.245, -1.682, -1.099], [1.435, -1.935, 1.469], [-3.852, -0.714, 0.144], [-4.374, 0.886, 0.881], [-2.653, 2.063, -0.432], [-1.419, 0.692, 1.681], [1.890, -3.615, -0.115], [2.181, -2.513, -1.322], [3.491, -0.599, -1.017], [2.581, 2.836, -0.375], [-1.209, 0.859, -1.605]],
  "atomic_forces_ev_per_a": [[0.898, -0.551, -0.582], [1.098, -1.444, -0.761], [-0.371, 0.797, 0.491], [0.216, 0.049, -0.158], [-0.454, 0.103, 0.271], [-0.585, 0.436, 1.282], [0.205, -0.197, -0.342], [0.134, 0.298, 0.188], [-0.190, -0.994, 0.232], [0.407, 0.740, 0.616], [0.513, 0.350, -0.408], [-0.459, 0.405, 0.696], [-0.062, -0.129, -0.516], [-0.442, 1.062, 0.481], [-0.650, -0.692, -0.549], [-0.262, 0.071, -0.143], [-0.075, 0.028, -0.090], [0.022, -0.209, -0.040], [-0.104, 0.215, 0.051], [0.076, 0.032, -0.084], [0.223, 0.197, -0.540], [0.041, -0.003, 0.050], [-0.054, -0.050, -0.004], [-0.172, -0.226, 0.105], [0.293, -0.329, -0.362], [-0.245, 0.039, 0.114]],
  "e_above_lowest_ev": 1.377,
  "charge": 1,
  "total_energy_ha": -1190.14973
}



{
  "formula": "C5H11N5O2S",
  "method": "ωB97M-V/def2-TZVPD",
  "species": ["C", "C", "C", "C", "C", "N", "N", "N", "N", "N", "O", "O", "S", "H", "H", "H", "H", "H", "H", "H", "H", "H", "H", "H"],
  "positions_angstrom": [[-0.608, -0.810, 0.198], [2.056, -1.413, 0.097], [-1.680, 2.127, -0.784], [0.828, 2.313, -1.068], [-0.311, 1.614, -0.333], [-0.436, -2.028, -0.278], [2.438, -0.595, -0.615], [1.694, -2.317, 0.975], [-0.183, 0.187, -0.570], [-1.204, -0.575, 1.380], [-0.444, -3.049, 2.069], [0.380, -4.359, 0.165], [0.138, -3.088, 0.750], [-1.799, 1.982, -1.854], [-2.477, 1.592, -0.274], [-1.772, 3.188, -0.565], [1.772, 1.838, -0.818], [0.870, 3.362, -0.786], [0.681, 2.247, -2.143], [-0.195, 1.795, 0.742], [0.219, -0.094, -1.452], [2.432, -2.876, 1.377], [-1.238, -1.383, 1.997], [-1.160, 0.342, 1.789]],
  "atomic_forces_ev_per_a": [[-0.492, 1.290, 0.130], [1.149, 0.160, -0.349], [0.204, -0.108, 0.228], [-0.001, -0.070, 0.341], [-0.222, 0.255, -0.121], [0.376, -1.801, 0.022], [0.384, 0.290, -0.358], [-0.648, -1.016, 0.711], [-0.944, 0.195, -0.113], [0.097, 0.398, 0.048], [-0.015, -0.257, -0.021], [-0.092, -0.035, -0.170], [0.296, 0.634, -0.220], [-0.005, -0.021, -0.131], [-0.124, -0.011, 0.031], [-0.050, 0.136, 0.017], [0.091, 0.033, -0.020], [-0.038, 0.076, -0.043], [-0.034, -0.004, -0.171], [0.074, -0.029, -0.066], [0.127, -0.145, 0.140], [-0.009, -0.096, 0.091], [-0.120, 0.163, 0.036], [-0.005, -0.039, -0.014]],
  "e_above_lowest_ev": 0.000,
  "smiles": "CC(C)N/C(N)=N/S(=O)(=O)NC#N",
  "total_energy_ha": -1019.56053
}



What did the first record say?
{
  "formula": "C5H11N3S",
  "method": "ωB97M-V/def2-TZVPD",
  "species": ["C", "C", "C", "C", "C", "N", "N", "N", "S", "H", "H", "H", "H", "H", "H", "H", "H", "H", "H", "H"],
  "positions_angstrom": [[2.139, -0.057, -0.272], [-1.824, 1.357, -0.224], [-2.861, 0.334, 0.218], [-1.453, 0.350, 0.759], [3.209, 0.922, 0.106], [-0.224, -0.941, -1.557], [-0.387, -2.687, 0.449], [1.261, -0.445, 0.576], [-0.121, -1.220, -0.050], [2.213, -0.384, -1.305], [-1.526, 1.102, -1.161], [-1.710, 2.319, 0.053], [-3.656, 0.536, 0.922], [-3.177, -0.152, -0.628], [-1.445, 0.569, 1.788], [3.016, 1.443, 1.042], [3.812, 0.088, 0.563], [3.759, 1.346, -0.745], [-0.478, -1.753, -2.017], [-0.546, -2.725, 1.480]],
  "atomic_forces_ev_per_a": [[-0.696, 1.087, 0.231], [-0.495, -1.888, 1.739], [0.829, 1.590, 1.572], [0.431, -3.338, -2.065], [0.630, -2.833, 1.123], [0.949, 1.303, 1.632], [0.285, 1.691, 0.147], [0.201, 0.330, -0.600], [-2.371, 1.016, 1.505], [-0.602, -0.230, -0.169], [0.949, -0.370, -2.751], [-0.164, 3.210, 0.823], [0.086, 0.230, 0.079], [-0.435, -1.839, -1.563], [0.750, 0.087, 1.085], [-0.321, 0.811, -0.616], [0.822, 0.741, -0.507], [-0.397, 0.179, 0.657], [-0.735, -2.042, -1.267], [0.284, 0.268, -1.057]],
  "e_above_lowest_ev": 5.591,
  "smiles": "C/C=N/S(=N)(=N)C1CC1",
  "total_energy_ha": -759.34513
}